# 1
Entry from OMol25: a structure of composition C22H23Cl2N6O5PSY (wB97M-V/def2-TZVPD).

The geometry in XYZ format:
```
61
Properties=species:S:1:pos:R:3:forces:R:3
Y 0.3377 0.1556 -0.4662 0.1 -0.2 0.1
O -0.4341 -4.1244 -1.2385 0.0 0.0 0.1
C -0.7180 -2.8847 -0.9063 0.0 0.0 0.0
O 0.0071 -2.2104 -0.1925 0.0 0.1 0.0
C -2.0225 -2.4120 -1.4839 0.0 0.0 0.0
O -2.3057 -1.1172 -1.0229 0.0 0.0 0.0
C -2.7461 -0.2349 -2.0592 0.0 0.0 0.0
C -1.5755 0.2751 -2.9122 -0.1 0.1 0.0
O -1.8103 1.0023 -3.8484 0.0 0.0 0.0
O -0.4054 -0.0959 -2.4809 0.0 0.1 0.1
H 0.4146 -4.3810 -0.8419 0.0 0.0 0.0
H -2.8001 -3.1193 -1.1773 0.0 0.0 0.0
H -1.9374 -2.4657 -2.5731 0.0 0.0 0.0
H -3.2062 0.6194 -1.5630 0.0 0.0 0.0
H -3.5005 -0.7055 -2.6912 0.0 0.0 0.0
C -2.0397 2.5540 4.3079 0.0 0.0 0.0
N -1.9425 1.5813 3.2253 0.0 0.0 0.0
C -2.8453 0.5892 2.9669 0.0 -0.1 0.1
C -2.3773 -0.0863 1.8777 0.0 0.0 0.0
N -1.2113 0.4899 1.4595 0.0 0.0 -0.1
C -0.9689 1.4961 2.2894 0.0 0.0 0.0
P 0.4298 2.6489 2.1962 0.0 0.0 0.0
C 0.2009 3.1651 0.4527 -0.1 0.0 0.0
N -0.3942 2.4680 -0.5160 0.1 0.0 0.0
C -0.3682 3.2531 -1.6393 0.0 0.0 0.0
C 0.2376 4.4352 -1.3372 0.0 0.0 0.0
N 0.5859 4.3712 -0.0152 0.0 0.0 0.0
C 1.4145 5.3517 0.6700 0.0 0.0 0.0
C 1.7723 1.4115 2.1129 0.0 0.0 0.0
N 1.6893 0.1709 1.6417 0.0 -0.1 0.1
C 2.9263 -0.3855 1.8060 0.0 0.0 0.1
C 3.7649 0.5311 2.3668 0.0 0.0 0.1
N 3.0238 1.6616 2.5624 0.0 0.0 0.0
C 3.5647 2.9284 3.0340 0.0 0.0 0.0
H -2.9057 2.3031 4.9130 0.0 0.0 0.0
H -2.1646 3.5576 3.9073 0.0 0.0 0.0
H -1.1490 2.5158 4.9305 0.0 0.0 0.0
H -3.7213 0.4473 3.5749 0.0 0.0 0.0
H -2.8097 -0.9263 1.3652 0.0 0.0 0.0
H -0.7644 2.9102 -2.5826 0.0 0.0 0.0
H 0.4578 5.2993 -1.9390 0.0 0.0 0.0
H 1.1849 6.3409 0.2834 0.0 0.0 0.0
H 2.4658 5.1222 0.4960 0.0 0.0 0.0
H 1.1995 5.3323 1.7360 0.0 0.0 0.0
H 3.1410 -1.3963 1.5042 0.0 0.0 0.0
H 4.8049 0.4806 2.6395 0.0 0.0 0.0
H 4.2956 2.7333 3.8147 0.0 0.0 0.0
H 2.7632 3.5367 3.4464 0.0 0.0 0.0
H 4.0425 3.4501 2.2054 0.0 0.0 0.0
Cl 2.5803 -1.4496 -1.4826 0.2 0.0 -0.1
C 4.0705 -0.5563 -1.1899 -0.1 0.1 0.0
C 5.2388 -1.2896 -1.1598 0.0 0.0 0.0
C 6.4271 -0.6353 -0.8752 0.0 0.0 0.0
C 6.4099 0.7260 -0.6130 0.0 0.0 0.0
C 5.2158 1.4251 -0.6520 0.0 0.0 0.0
Cl 5.2681 3.1234 -0.2723 0.0 0.0 -0.1
C 3.9863 0.8220 -0.9596 0.0 -0.1 -0.1
S 2.5067 1.7303 -1.0681 0.0 0.0 -0.1
H 5.2162 -2.3519 -1.3586 0.0 0.0 0.0
H 7.3593 -1.1819 -0.8568 0.0 0.0 0.0
H 7.3222 1.2568 -0.3796 0.0 0.0 0.0
```
Forces are in eV/Å.

Properties
**ΔE to the lowest compared entry with this formula, charge and spin**: 22.5 kJ/mol
**Net charge**: +1

---

# 2
Entry from OMol25: the molecule C2H5N3O3 at a distorted geometry (wB97M-V/def2-TZVPD).

The geometry in XYZ format:
```
13
Properties=species:S:1:pos:R:3:forces:R:3
C 1.1014 0.5604 0.6276 3.8 2.0 2.5
C -1.3790 -0.0488 -1.4314 -1.6 -2.7 -1.6
H 0.6479 -2.6516 0.1727 -2.1 4.4 1.9
H 1.6852 -0.8513 2.0296 -1.5 -0.6 -1.5
H 0.0877 2.0846 -0.4466 1.5 1.0 0.6
H -1.8189 0.9118 0.5026 1.7 -0.6 -1.2
H -0.2751 0.3283 -1.9651 -3.4 -1.9 0.0
N 1.0326 -0.7542 1.1956 -1.1 1.4 -2.4
N 0.2604 1.1083 -0.3632 -3.0 -2.4 2.5
N -1.0915 0.5737 -0.1966 -0.9 -0.4 -1.8
O 0.0668 -1.7248 0.5883 4.1 -2.6 0.1
O 2.0337 1.3050 1.0693 -2.7 -2.3 -1.1
O -2.3511 -0.8416 -1.7829 5.0 4.6 2.0
```
Forces are in eV/Å.

Properties
**SMILES**: O=CNNC(=O)NO
**ΔE to the lowest compared entry with this formula, charge and spin**: 502.2 kJ/mol

---

# 3
Entry from OMol25: the molecule C6H7NO at a distorted geometry (wB97M-V/def2-TZVPD).

The geometry in XYZ format:
```
15
Properties=species:S:1:pos:R:3:forces:R:3
C 0.5080 2.3062 0.0013 -1.1 -3.0 -0.9
C 0.4448 1.3235 -0.8979 -0.2 -1.3 0.4
C -0.1527 -0.0129 -0.4014 1.9 -2.5 -1.2
C -1.7685 -0.7557 1.2204 -2.5 -3.4 0.2
C 0.9207 -1.1138 -0.8935 -3.3 2.8 2.1
C 1.7335 -1.9667 -1.0175 2.6 -2.0 -0.9
H 0.0990 2.0613 0.9565 -0.2 0.2 0.6
H 0.7339 3.2618 -0.2227 1.3 3.0 -0.6
H 0.8954 1.1877 -1.9427 -0.9 0.9 1.6
H -1.1028 -0.3852 -0.7742 0.0 0.8 -1.6
H 0.2758 -0.7560 1.5679 -2.4 1.9 -1.1
H -1.9977 -1.3504 2.3111 1.0 2.1 -2.5
H 2.5564 -2.6678 -1.2540 -1.2 0.8 0.4
N -0.5269 -0.2121 1.0226 3.4 -1.4 1.3
O -2.6190 -0.9200 0.3240 1.7 1.0 2.2
```
Forces are in eV/Å.

Properties
**SMILES**: C#C[C@H](C=C)NC=O
**ΔE to the lowest compared entry with this formula, charge and spin**: 381.4 kJ/mol

---

# 4
Entry from OMol25: a structure of composition C49H49F6IKN8O2S2Si at a distorted geometry (wB97M-V/def2-TZVPD).

The geometry in XYZ format:
```
119
Properties=species:S:1:pos:R:3:forces:R:3
K 0.5229 -0.3121 -0.3904 -0.6 0.4 2.5
C -4.1477 -13.7396 3.1202 0.1 0.0 0.0
O -3.0682 -13.3476 2.2923 -0.1 -0.2 0.0
C -2.8606 -12.0156 2.1345 0.0 0.1 0.0
C -3.5762 -11.0313 2.7999 0.0 0.1 0.0
C -3.2697 -9.6916 2.5739 -0.1 0.0 0.1
C -2.2639 -9.3173 1.7012 0.1 0.2 -0.1
C -1.5620 -10.3227 1.0306 0.1 0.0 -0.1
C -1.8537 -11.6524 1.2422 0.1 0.0 -0.1
C -1.8787 -7.9116 1.4827 -0.1 -0.2 0.1
N -0.9071 -7.5191 0.7025 0.1 0.1 -0.2
C -0.8651 -6.1479 0.8339 0.2 -0.1 -0.2
C -1.8235 -5.7136 1.7037 -0.1 0.1 0.2
N -2.4699 -6.8565 2.1207 -0.2 0.1 0.1
C -1.9968 -4.3401 2.0827 0.0 -0.2 0.0
C -2.9581 -3.8726 2.9855 -0.1 -0.1 0.0
C -2.9857 -2.5376 3.2995 0.0 0.0 0.0
C -2.0599 -1.6867 2.6818 0.1 0.0 0.0
N -1.1659 -2.0971 1.8050 -0.1 -0.2 -0.1
C -1.1142 -3.4093 1.5055 0.2 0.2 0.0
C -0.0833 -3.8614 0.5535 0.0 0.2 0.1
N 0.7324 -2.9274 0.0401 0.0 -0.3 -0.1
C 1.6521 -3.2937 -0.8265 0.1 0.0 0.0
C 1.8298 -4.6203 -1.2461 0.0 0.1 0.0
C 1.0178 -5.5862 -0.7158 0.0 -0.1 0.1
C 0.0345 -5.2149 0.2119 0.0 -0.1 0.0
H -4.2029 -14.8219 3.0582 0.0 0.0 0.0
H -5.0911 -13.3105 2.7743 0.0 0.0 0.0
H -3.9800 -13.4476 4.1598 0.0 0.0 0.0
H -4.3650 -11.2840 3.4935 0.0 0.0 0.0
H -3.8475 -8.9445 3.1067 0.0 0.0 0.0
H -0.7796 -10.0288 0.3420 0.0 0.0 0.0
H -1.3125 -12.4355 0.7255 0.0 0.0 0.0
H -3.2425 -6.9042 2.7584 0.0 0.0 0.0
H -3.6698 -4.5613 3.4304 0.0 0.0 0.0
H -3.7018 -2.1365 4.0052 0.0 0.0 0.0
H -2.0449 -0.6272 2.9208 0.0 -0.1 0.0
H 2.2702 -2.4952 -1.2313 0.0 -0.1 -0.1
H 2.5893 -4.8578 -1.9786 0.0 0.0 0.0
H 1.1107 -6.6295 -0.9928 0.0 0.0 0.0
S -1.4635 3.4838 -1.0535 0.0 0.1 -0.1
C -0.0593 4.3549 -0.9759 0.0 -0.1 -0.2
N 0.0564 5.5328 -0.3458 0.2 0.2 0.2
C 1.2773 6.3281 -0.4485 -0.1 0.0 0.0
C 1.8389 6.1732 -1.8330 0.0 -0.1 0.0
N 2.1071 4.7654 -2.0486 -0.3 0.2 -0.5
C 3.2381 4.4525 -2.9180 0.0 0.0 0.2
C 4.5420 4.7473 -2.2198 0.0 0.0 0.0
C 5.4612 5.6543 -2.7279 0.1 0.0 0.0
C 6.6464 5.9140 -2.0442 0.0 0.0 0.0
C 6.9110 5.2671 -0.8456 -0.1 0.0 0.0
C 5.9950 4.3497 -0.3364 0.0 0.0 0.0
C 4.8186 4.0913 -1.0201 0.0 0.0 0.0
C 1.2136 3.8247 -1.6438 0.2 0.1 0.4
S 1.4862 2.2177 -1.7426 -0.1 0.4 -0.1
C -0.9699 6.0696 0.5438 -0.1 0.0 -0.2
C -1.7226 7.2241 -0.0799 0.1 0.0 0.0
C -1.5281 8.5200 0.3868 -0.1 0.0 0.0
C -2.2066 9.5931 -0.1826 0.0 -0.1 0.0
C -3.0853 9.3755 -1.2327 0.0 0.0 0.0
C -3.2797 8.0834 -1.7110 0.0 0.0 0.0
C -2.6037 7.0142 -1.1414 0.0 0.0 0.0
H 2.0124 6.0112 0.2969 0.0 0.0 0.1
H 1.0169 7.3707 -0.2692 -0.1 0.0 0.0
H 2.7784 6.7186 -1.9139 0.0 0.0 0.0
H 1.1356 6.5724 -2.5733 0.0 0.0 -0.1
H 3.1451 5.0287 -3.8436 0.0 0.1 0.0
H 3.1765 3.3961 -3.1622 0.0 -0.1 -0.1
H 5.2562 6.1570 -3.6684 0.0 0.0 0.0
H 7.3597 6.6218 -2.4498 0.0 0.0 0.0
H 7.8284 5.4744 -0.3081 0.0 0.0 0.0
H 6.2013 3.8277 0.5909 0.0 0.0 0.0
H 4.1078 3.3642 -0.6370 0.0 0.1 0.0
H -0.4727 6.4090 1.4542 0.0 0.0 0.0
H -1.6412 5.2531 0.7918 -0.1 -0.1 0.0
H -0.8434 8.6922 1.2119 0.0 0.0 0.0
H -2.0480 10.5954 0.1966 0.0 0.0 0.0
H -3.6169 10.2076 -1.6784 0.0 0.0 0.0
H -3.9656 7.9074 -2.5310 0.0 0.0 0.0
H -2.7487 6.0055 -1.5118 0.0 0.0 0.0
C 4.2483 0.7011 0.5322 0.1 0.1 -0.1
Si 3.2654 1.0546 2.1172 0.0 -0.1 0.2
C 4.6327 1.2768 3.4354 0.3 0.2 0.0
C 2.5250 2.8088 1.9771 0.0 0.2 -0.1
C 2.0124 -0.1573 2.3996 -0.3 -0.1 -0.1
H 5.0165 1.4599 0.3268 0.0 -0.1 0.1
H 3.5889 0.6510 -0.3414 0.1 0.0 0.0
H 4.7569 -0.2671 0.6210 -0.1 0.1 0.0
H 5.3495 2.0869 3.2133 -0.1 -0.1 0.0
H 5.1982 0.3424 3.5318 0.0 0.1 0.0
H 4.1723 1.4868 4.4076 0.0 0.0 -0.1
H 3.2673 3.5477 1.6404 -0.1 -0.1 0.1
H 2.1444 3.1487 2.9498 0.0 0.0 -0.1
H 1.6902 2.8067 1.2645 0.1 0.0 0.1
H 1.1854 0.0273 3.0941 0.2 -0.1 -0.1
H 2.2073 -1.2226 2.2378 0.0 0.1 0.1
C -0.7379 0.2883 -3.9250 0.1 0.1 0.0
C 0.5524 -0.5373 -3.7289 0.2 -0.3 -0.2
O 1.1117 -0.4417 -2.5187 0.2 -0.2 -2.1
C 0.1705 -2.0291 -3.9916 0.0 0.1 0.2
F -0.4926 -2.2712 -5.1455 0.0 0.0 -0.1
F -0.6496 -2.4516 -3.0029 0.0 -0.1 0.0
F 1.2357 -2.8501 -3.9867 0.0 0.0 0.0
C 1.5527 -0.1025 -4.8500 -0.1 0.1 0.2
F 1.1447 -0.4022 -6.1093 0.0 0.0 -0.1
F 1.7288 1.2379 -4.8321 0.0 0.0 0.0
F 2.7628 -0.6505 -4.7002 0.1 0.0 0.0
H -1.4755 -0.0462 -3.1940 0.0 0.0 0.0
H -1.1514 0.1833 -4.9301 0.0 0.0 0.0
H -0.5125 1.3357 -3.7272 0.0 0.0 0.0
I -2.4418 2.7709 5.6538 0.0 0.0 0.0
C -2.2605 2.2482 3.6690 0.2 -0.1 0.0
C -3.2699 2.2148 2.7405 0.0 0.0 -0.1
N -2.6927 1.7855 1.5973 0.0 0.0 0.1
N -1.3798 1.5481 1.7238 -0.1 0.1 0.0
C -1.0966 1.8244 2.9851 0.0 0.0 0.0
H -4.3154 2.4705 2.8148 0.1 -0.1 0.0
H -3.1065 1.7104 0.6850 0.0 0.0 0.0
H -0.0846 1.7058 3.3480 -0.1 0.0 0.0
```
Forces are in eV/Å.

Properties
**ΔE to the lowest compared entry with this formula, charge and spin**: 266.7 kJ/mol
**Net charge**: -1

---

# 5
Entry from OMol25: the molecule C13H18FN2OPS at a distorted geometry (wB97M-V/def2-TZVPD).

The geometry in XYZ format:
```
37
Properties=species:S:1:pos:R:3:forces:R:3
C 4.1126 0.1484 2.2119 -0.3 0.6 -0.8
C 4.3856 0.3834 0.6133 0.6 1.0 0.8
C 3.0804 0.9139 -0.1558 0.7 -0.5 -0.3
C 1.8719 -0.1272 -0.2374 -2.1 -2.8 -0.2
C 0.3876 0.4853 -0.2891 -1.1 -3.8 -1.0
P 0.0903 2.3781 -0.2416 -2.1 -0.1 3.7
O -0.5225 2.7408 1.1398 1.4 -0.6 -2.9
C -0.8976 -0.4224 -0.4108 3.8 0.8 0.3
C -2.3365 0.2741 -0.4382 0.1 -0.6 0.0
C -2.5961 0.8667 -1.9191 1.1 1.0 0.0
C -3.5686 -0.6771 -0.0263 -0.8 1.3 0.2
C -4.5847 0.2224 0.8664 0.1 -1.2 0.0
C -0.6295 -1.9637 -0.4976 0.1 -2.7 -0.1
N -1.6108 -3.0103 -0.6549 3.3 0.9 0.4
S -0.8372 -4.5465 -0.6736 1.4 4.1 0.4
N 0.8151 -4.1104 -0.4889 -2.5 4.6 -0.2
C 0.7809 -2.6707 -0.4305 0.2 1.1 0.2
C 2.0021 -1.6607 -0.3055 -0.6 1.6 0.1
F 3.3007 -2.2886 -0.2570 -3.0 1.6 -0.1
H 3.0156 0.4276 2.4400 1.7 -0.7 -0.3
H 4.3261 -0.9383 2.4888 -0.3 1.7 -0.1
H 4.7504 0.9061 2.8047 -0.9 -1.5 -0.8
H 4.9101 -0.5053 0.1184 -1.1 1.2 0.7
H 5.1534 1.2543 0.5793 -1.3 -1.4 -0.2
H 3.4006 1.1894 -1.2360 -0.6 -0.5 1.6
H 2.7883 1.9130 0.3553 0.2 -1.9 -0.8
H -0.8500 2.7873 -1.2717 1.1 -0.6 0.3
H 1.2840 3.1292 -0.4820 -0.4 -0.7 -0.4
H -2.3084 1.1240 0.3519 0.2 -1.3 -1.5
H -3.1431 1.8885 -1.8778 0.6 -1.9 0.0
H -3.1157 0.1398 -2.6343 0.7 1.0 1.2
H -1.5481 1.1180 -2.3506 -1.9 -0.5 0.4
H -3.2871 -1.5773 0.6196 -0.3 1.2 -1.3
H -4.1266 -0.9592 -0.9934 1.0 -0.1 1.6
H -5.4992 -0.4347 1.1115 1.3 1.1 -0.3
H -4.0296 0.4481 1.8475 -1.1 0.0 -1.5
H -4.9642 1.1539 0.3236 0.8 -1.2 0.8
```
Forces are in eV/Å.

Properties
**SMILES**: CCCc1c([PH2]=O)c([C@@H](C)CC)c2nsnc2c1F

---

The calculation returns the following E_HOMO values, one per record and in order: -9.931 -9.981 -9.879 -2.333 -8.714 eV.